No. 1
C13H8F5N2O3OsS | ωB97M-V with the def2-TZVPD basis set

ORCA input file:
```
! wB97M-V def2-TZVPD RIJCOSX def2/J DEFGRID3
* xyz 1 5
Os 0.94694 1.35968 -0.82446
F 7.41130 0.89021 1.11821
C 6.09398 0.89343 1.16995
C 5.35603 1.00649 -0.00171
F 5.95212 1.11450 -1.17658
C 3.98534 1.00217 0.10380
F 3.24628 1.13121 -1.05723
C 3.29837 0.89662 1.29565
S 1.53728 0.92238 1.36622
C 4.06111 0.79166 2.45168
F 3.46454 0.69446 3.63047
C 5.44585 0.78569 2.39243
F 6.15495 0.68183 3.50186
O 1.01657 2.78725 -1.84818
O -2.82963 -4.40434 0.76783
C -3.83997 -3.43735 0.64600
N -3.15823 -2.29982 0.04884
C -3.83262 -1.17807 -0.25240
O -5.01371 -1.01483 -0.02716
C -3.04471 -0.05510 -0.88999
C -3.74598 0.88422 -1.64296
C -3.07090 1.94953 -2.21138
C -1.71589 2.08034 -1.99856
N -1.04207 1.18517 -1.24725
C -1.69685 0.13259 -0.70246
H -3.19219 -5.20598 1.15841
H -4.25696 -3.13688 1.61020
H -4.65575 -3.76393 -0.00546
H -2.24374 -2.49795 -0.32362
H -4.81534 0.75535 -1.75213
H -3.58273 2.68867 -2.81004
H -1.13165 2.89521 -2.40009
H -1.10177 -0.53440 -0.08991
*
```

Summary:
Largest force on an atom ... 0.0101 hartree/bohr
Energy above the lowest of the compared OMol25 structures with the same formula, charge and spin ... 0.000 eV
Frontier orbital gap (spin up / spin down) ... 7.8 / 6.1 eV

=====

No. 2
C3H8BrN2 | ωB97M-V with the def2-TZVPD basis set

ORCA input file:
```
! wB97M-V def2-TZVPD RIJCOSX def2/J DEFGRID3
* xyz 1 1
C -0.56502 -0.60800 -0.43179
C 0.33914 0.73768 -0.46817
C 1.25063 -0.06133 0.45604
N -0.30069 1.75541 0.13959
N 0.54075 -1.45320 0.27130
Br 3.22452 0.06161 -0.04071
H -1.41466 -0.38778 0.22427
H -0.90368 -1.15324 -1.30167
H 0.74310 1.01310 -1.45673
H 1.16780 0.28575 1.43996
H -0.52944 1.57561 1.16580
H 0.01909 2.60011 -0.23209
H 0.04960 -1.89574 1.02106
H 1.09206 -2.16913 -0.30016
*
```

Summary:
Largest force on an atom ... 0.0863 hartree/bohr
Energy above the lowest of the compared OMol25 structures with the same formula, charge and spin ... 2.514 eV
Frontier orbital gap ... 9.9 eV

=====

No. 3
C5H5NO | ωB97M-V with the def2-TZVPD basis set

ORCA input file:
```
! wB97M-V def2-TZVPD RIJCOSX def2/J DEFGRID3
* xyz 0 1
O -1.89497 -0.73857 -0.81450
C -1.08058 0.04451 -0.35859
C -1.40654 1.01244 0.67268
C -1.52045 1.77577 1.59581
C 0.33299 0.08400 -0.80718
C 1.44940 -0.80491 -0.14250
N 0.86883 -1.11222 -1.41964
H -1.61715 2.45528 2.41103
H 1.03309 0.84482 -0.44979
H 1.19488 -1.26682 0.79404
H 2.49412 -0.48161 -0.25153
H 0.14636 -1.81268 -1.22983
*
```

Summary:
Largest force on an atom ... 0.0504 hartree/bohr
Energy above the lowest of the compared OMol25 structures with the same formula, charge and spin ... 4.784 eV
Frontier orbital gap ... 9.2 eV

=====

No. 4
C6H12N2O | ωB97M-V with the def2-TZVPD basis set

ORCA input file:
```
! wB97M-V def2-TZVPD RIJCOSX def2/J DEFGRID3
* xyz 0 1
C 0.65705 0.19309 -1.81669
C 0.29898 -0.80475 1.89457
C 1.09932 1.97217 -0.04451
C -0.28830 -0.90271 0.49397
C 0.21615 0.90393 -0.61345
N -2.07947 0.36432 -0.73803
C 0.67145 -0.75844 -0.65317
O -1.20889 -1.98273 0.39519
N -0.93453 0.53777 0.13797
H -0.87881 -2.70001 0.96185
H -2.90312 0.64045 -0.20627
H -2.21027 -0.63621 -0.92213
H -0.07311 0.05798 -2.61174
H 1.64419 0.43271 -2.20847
H 0.64436 -1.74132 -1.12085
H 1.00651 0.02060 1.98485
H -0.48216 -0.66486 2.64731
H 0.84010 -1.72911 2.13046
H 2.03747 1.57171 0.34675
H 1.34534 2.70816 -0.81853
H 0.59774 2.51724 0.76091
*
```

Summary:
Largest force on an atom ... 0.0787 hartree/bohr
Energy above the lowest of the compared OMol25 structures with the same formula, charge and spin ... 6.636 eV
Frontier orbital gap ... 7.8 eV

=====

No. 5
CHOPS | ωB97M-V with the def2-TZVPD basis set

ORCA input file:
```
! wB97M-V def2-TZVPD RIJCOSX def2/J DEFGRID3
* xyz 0 1
C -1.79177 0.05278 -1.79281
O -1.87348 0.56494 0.85625
P -0.90186 0.54618 -0.24580
S -2.69692 0.77293 -2.79915
H 0.29955 0.00569 0.31695
*
```

Summary:
Largest force on an atom ... 0.0352 hartree/bohr
Energy above the lowest of the compared OMol25 structures with the same formula, charge and spin ... 2.001 eV
Frontier orbital gap (spin up / spin down) ... 7.1 / 6.8 eV

=====

No. 6
C6H9N | ωB97M-V with the def2-TZVPD basis set

ORCA input file:
```
! wB97M-V def2-TZVPD RIJCOSX def2/J DEFGRID3
* xyz 0 1
C 2.47097 -0.82167 -0.10753
C 1.03338 -0.43317 0.06792
C 0.12374 -1.00706 1.07721
C -1.09061 -0.49425 0.83429
C -0.97052 0.33939 -0.40730
C -1.75016 1.64186 -0.52493
N 0.44700 0.39127 -0.72866
H 3.04680 -0.00088 -0.53928
H 2.95021 -1.14278 0.82250
H 2.51710 -1.66191 -0.80852
H 0.40911 -1.69959 1.86157
H -2.01151 -0.67507 1.37990
H -1.55326 2.09013 -1.50348
H -2.82379 1.42374 -0.45949
H -1.49044 2.37207 0.24937
H -1.30802 -0.32208 -1.21357
*
```

Summary:
Largest force on an atom ... 0.0089 hartree/bohr
Energy above the lowest of the compared OMol25 structures with the same formula, charge and spin ... 0.761 eV
Frontier orbital gap ... 10.4 eV

=====

No. 7
H4NOP2 | ωB97M-V with the def2-TZVPD basis set

ORCA input file:
```
! wB97M-V def2-TZVPD RIJCOSX def2/J DEFGRID3
* xyz -1 1
N -0.75904 0.10550 0.53045
O -1.22406 -0.36004 1.60917
P 0.61611 1.14290 0.63195
P 0.78658 -1.57440 -0.60926
H 0.40763 1.58390 -0.67847
H -0.07285 2.26434 1.15366
H 0.60925 -0.86186 -1.78902
H -0.36363 -2.30036 -0.84849
*
```

Summary:
Largest force on an atom ... 0.0481 hartree/bohr
Energy above the lowest of the compared OMol25 structures with the same formula, charge and spin ... 4.552 eV
Frontier orbital gap (spin up / spin down) ... 6.7 / 7.0 eV

=====

No. 8
C5H36NO12 | ωB97M-V with the def2-TZVPD basis set

ORCA input file:
```
! wB97M-V def2-TZVPD RIJCOSX def2/J DEFGRID3
* xyz 1 1
C -2.05715 -0.59077 -1.17524
C -1.53718 0.45488 -0.21553
C -0.24428 0.06215 0.50254
C 0.03834 0.91675 1.75465
C -0.50641 0.37704 3.07085
O -1.92901 0.13506 3.06078
N -1.23869 1.69973 -1.03662
H -1.31958 -0.92055 -1.90537
H -2.95593 -0.26821 -1.70664
H -2.33873 -1.49149 -0.64205
H -2.28476 0.73102 0.51017
H 0.62397 0.12505 -0.15185
H -0.30403 -0.97728 0.81259
H -0.28436 1.94651 1.59233
H 1.12056 0.95141 1.86566
H -0.08921 -0.59279 3.31564
H -0.25483 1.06914 3.87554
H -2.39577 0.91773 2.75348
H -0.67769 2.36926 -0.50243
H -2.10571 2.13522 -1.32522
H -0.68982 1.44787 -1.86490
H 2.74605 -1.04768 1.06474
H 2.06533 -2.43944 1.32098
O 2.14042 -1.52372 1.66240
H -0.63793 3.52498 0.19451
H -1.30172 4.12940 1.47888
O -1.43081 3.46420 0.78406
H -2.78637 2.92532 -0.15034
H -4.21568 2.89066 -0.71109
O -3.35414 2.47007 -0.80298
H -1.43388 -4.78847 0.57355
H -1.40805 -3.32861 1.19740
O -0.94116 -3.97846 0.60942
H 1.71947 -0.79410 -3.57376
H 2.11920 0.33565 -4.56744
O 1.60931 0.15935 -3.76110
H 4.58321 -0.34092 -0.20568
H 4.18444 0.62040 0.91136
O 3.82669 0.10360 0.17783
H 0.83327 4.29519 -1.48401
H 1.38604 2.87779 -1.23687
O 0.57229 3.45245 -1.11674
H 2.22950 -4.78848 0.92992
H 0.85373 -4.04635 0.72866
O 1.82629 -4.00863 0.53105
H 1.25614 -3.02695 -3.16844
H 2.72512 -2.75740 -3.05191
O 1.95077 -2.41842 -3.50478
H 2.96797 1.14234 -0.97096
H 2.25362 1.16537 -2.41164
O 2.60942 1.71703 -1.67049
H -2.76906 -2.73530 3.03219
H -2.27367 -1.40109 2.42118
O -2.47557 -2.34753 2.18174
*
```

Summary:
Largest force on an atom ... 0.0618 hartree/bohr
Energy above the lowest of the compared OMol25 structures with the same formula, charge and spin ... 1.810 eV
Frontier orbital gap ... 10.4 eV

=====

No. 9
C63H80FGeN9O3P2V | ωB97M-V with the def2-TZVPD basis set

ORCA input file:
```
! wB97M-V def2-TZVPD RIJCOSX def2/J DEFGRID3
* xyz 0 4
V -0.51403 -0.11077 -0.05135
F 3.27822 5.53721 -0.25739
C 1.92509 5.42584 -0.50299
C 1.36188 4.17572 -0.42100
C -0.02646 3.97872 -0.66928
C -0.61517 2.68195 -0.55030
O 0.10549 1.63963 -0.35960
C -2.05502 2.63982 -0.64185
C -2.74133 3.75808 -0.99818
N -2.15005 4.98123 -1.22898
C -2.92033 6.07050 -1.73046
C -4.34629 6.23904 -1.31049
C -3.31386 7.19766 -0.80797
C -0.79220 5.13429 -0.99878
C -0.19920 6.38274 -1.05126
C 1.18457 6.55726 -0.78011
N 1.69810 7.89100 -0.75287
C 2.72574 8.15925 0.21893
C 2.73040 9.65944 0.50508
N 3.00906 10.35953 -0.77842
C 1.98728 10.02711 -1.80973
C 2.00665 8.51212 -2.01938
C -2.89098 1.45167 -0.25543
O -4.11543 1.61894 -0.16684
O -2.32672 0.34988 0.04839
H 1.98401 3.34390 -0.14941
H -3.81098 3.69831 -1.12630
H -2.66931 6.34739 -2.75421
H -4.74430 5.52757 -0.60657
H -5.06121 6.57671 -2.04464
H -3.01186 7.10700 0.22386
H -3.30886 8.20929 -1.18839
H -0.77262 7.26585 -1.27328
H 3.73681 7.85177 -0.10805
H 2.49277 7.61434 1.13227
H 3.49811 9.92317 1.23354
H 1.75175 9.97604 0.86641
H 3.91608 10.01868 -1.12296
H 3.06619 11.37166 -0.63537
H 2.21488 10.57022 -2.72840
H 1.00965 10.32941 -1.43227
H 2.99322 8.21168 -2.42521
H 1.24583 8.23276 -2.74746
C -3.66071 0.73953 2.78688
N -2.74870 1.81118 3.09234
C -3.37213 2.90440 3.79449
C -1.42405 1.74427 2.74487
N -0.79706 0.64024 2.46913
C -1.08311 -0.55362 3.09436
C -1.34264 -0.55598 4.47119
C -1.48773 -1.72147 5.19652
C -1.35528 -2.94161 4.55674
C -1.09331 -2.96541 3.20005
C -0.98337 -1.79903 2.43274
N -0.67452 -1.91661 1.07945
C -1.16613 -2.92522 0.40354
N -2.39444 -3.49844 0.64721
C -2.60933 -4.92408 0.58853
C -3.45574 -2.77902 1.29552
N -0.41148 -3.59182 -0.52473
C -0.98298 -3.97456 -1.79830
C 1.00015 -3.29469 -0.60223
N -0.72007 2.92118 2.75459
C 0.71333 2.88435 2.90428
C -1.22228 4.20141 2.31535
H -3.82744 0.09773 3.66019
H -3.25847 0.14614 1.97194
H -4.60529 1.16765 2.44835
H -4.09737 2.48595 4.49505
H -3.91417 3.57138 3.11546
H -2.64316 3.47793 4.35950
H -1.39904 0.40020 4.97825
H -1.68092 -1.68129 6.26075
H -1.44038 -3.87157 5.10624
H -0.95002 -3.91920 2.70752
H -1.71016 -5.42673 0.24301
H -3.43902 -5.17147 -0.07899
H -2.86477 -5.30008 1.58861
H -3.24627 -1.71685 1.24263
H -3.56597 -3.07640 2.34468
H -4.39117 -2.98031 0.76899
H -2.06488 -3.92458 -1.75300
H -0.67221 -4.98722 -2.06411
H -0.64724 -3.28147 -2.57365
H 1.41488 -3.24503 0.40325
H 1.18433 -2.33525 -1.09985
H 1.48970 -4.09449 -1.15917
H 1.01936 1.88558 3.20515
H 1.00442 3.61167 3.67018
H 1.21230 3.15079 1.96932
H -1.33666 4.89134 3.16226
H -2.17203 4.08987 1.80089
H -0.51545 4.64916 1.61165
C 3.05758 1.00831 0.61561
C 3.88939 0.99512 -0.65903
P 3.20782 -0.29485 -1.81412
C 4.75691 -0.50396 -2.78361
C 5.24307 0.43615 -3.69242
C 6.46887 0.23896 -4.29963
C 7.22607 -0.88372 -4.00651
C 6.74841 -1.82233 -3.10235
C 5.52055 -1.63135 -2.50070
C 2.24455 0.65952 -3.05137
C 1.81334 -0.08486 -4.14997
C 0.99785 0.47666 -5.11033
C 0.59189 1.79608 -4.98083
C 1.01082 2.54174 -3.89378
C 1.82977 1.97723 -2.93132
P 2.69527 -0.74846 1.10654
C 2.55581 -0.68715 2.94361
C 2.04440 -1.84851 3.52030
C 1.93503 -1.98106 4.88802
C 2.37301 -0.95942 5.71770
C 2.91142 0.18852 5.16120
C 2.99682 0.32973 3.78729
C 4.40849 -1.42862 1.19413
C 5.49341 -0.71524 1.70914
C 6.74388 -1.29383 1.78698
C 6.93925 -2.60449 1.37900
C 5.86520 -3.32975 0.88420
C 4.61574 -2.74741 0.79608
H 2.06005 1.41715 0.42241
H 3.54276 1.59445 1.40028
H 4.90643 0.66158 -0.42757
H 3.96082 1.98053 -1.12849
H 4.66214 1.31941 -3.91972
H 6.84080 0.96686 -5.00675
H 8.18087 -1.02955 -4.49028
H 7.33287 -2.70157 -2.86917
H 5.13861 -2.34759 -1.78614
H 2.13190 -1.11687 -4.23856
H 0.65932 -0.11708 -5.94763
H -0.04951 2.23566 -5.73065
H 0.69011 3.56924 -3.78299
H 2.13689 2.58073 -2.09360
H 1.72172 -2.65291 2.87440
H 1.50082 -2.87610 5.30856
H 2.29258 -1.06325 6.79110
H 3.27240 0.98162 5.80494
H 3.41177 1.24471 3.39008
H 5.36043 0.30025 2.05505
H 7.57879 -0.72543 2.17531
H 7.91939 -3.05348 1.45573
H 6.01161 -4.35272 0.56626
H 3.77836 -3.30870 0.40566
C -2.80690 1.06371 -3.68363
Ge -2.45733 -0.69465 -2.78725
C -2.51500 -1.92151 -4.40974
C -4.19553 -1.20055 -1.92984
C -0.76598 -0.69840 -1.80004
H -3.69302 0.98412 -4.30584
H -1.96758 1.34886 -4.30844
H -2.96591 1.83871 -2.94536
H -3.35430 -1.59514 -5.01699
H -2.69036 -2.96225 -4.15161
H -1.61767 -1.86560 -5.01759
H -4.95284 -0.48955 -2.24582
H -4.14286 -1.15730 -0.85143
H -4.51467 -2.19441 -2.23769
H 0.04658 -0.97720 -2.48163
*
```

Summary:
Largest force on an atom ... 0.0450 hartree/bohr
Frontier orbital gap (spin up / spin down) ... 2.7 / 3.4 eV

=====

No. 10
C27H29N3O3Se4Ti | ωB97M-V with the def2-TZVPD basis set

ORCA input file:
```
! wB97M-V def2-TZVPD RIJCOSX def2/J DEFGRID3
* xyz -2 1
Ti -0.13378 0.72609 0.07525
C 1.03977 2.77764 -3.64680
C -0.18061 1.93573 -3.89586
C -1.01548 2.27855 -4.95246
C -2.12158 1.51186 -5.27837
C -2.37472 0.36226 -4.55144
C -1.55544 -0.01706 -3.49378
C -1.83215 -1.32485 -2.80473
C -0.47124 0.79351 -3.12925
N 0.33356 0.46335 -2.00450
C 1.61784 0.12559 -2.29342
O 2.08531 -0.06978 -3.42553
C 2.43103 -0.02385 -1.07269
C 3.76976 -0.32153 -1.08024
C 4.46547 -0.50774 0.11619
C 3.73293 -0.44037 1.29022
C 2.38573 -0.13229 1.27395
N 1.73066 0.20080 0.09961
C 1.56486 0.00924 2.47398
O 1.98716 -0.23931 3.61830
N 0.31685 0.46390 2.16624
C -0.43317 0.95269 3.27259
C -1.51990 0.24118 3.79492
C -1.78362 -1.17258 3.36632
C -2.31708 0.82684 4.77262
C -2.03051 2.08620 5.27197
C -0.89001 2.73744 4.83165
C -0.06695 2.17702 3.86150
C 1.23643 2.83752 3.52045
H 0.77840 3.83819 -3.63976
H 1.77376 2.60297 -4.43878
H 1.50118 2.55303 -2.69178
H -0.78827 3.17397 -5.52324
H -2.77498 1.80521 -6.09262
H -3.22765 -0.26227 -4.79978
H -2.90522 -1.46716 -2.66368
H -1.35257 -1.37479 -1.83189
H -1.45370 -2.15279 -3.41577
H 4.24523 -0.42274 -2.04843
H 5.52559 -0.72731 0.12363
H 4.17911 -0.62129 2.26091
H -0.86462 -1.75698 3.44805
H -2.12313 -1.21413 2.33221
H -2.54404 -1.62565 4.00673
H -3.17178 0.27391 5.14973
H -2.67316 2.54412 6.01578
H -0.61908 3.70199 5.24940
H 1.25075 3.86813 3.88049
H 1.40718 2.84438 2.44586
H 2.05290 2.28016 3.98610
Se -2.66176 0.21346 0.03169
Se -3.16203 2.40017 0.81009
Se -1.98240 3.68280 -0.72433
Se 0.24474 3.19475 0.02317
C -0.42755 -4.44142 0.20201
C 0.05193 -4.18358 -1.22745
C 0.79355 -2.86757 -1.05939
O -0.01991 -2.12586 -0.15845
C -0.66464 -3.02351 0.74571
H 0.35795 -4.94017 0.77401
H -1.32560 -5.05780 0.25407
H -0.79716 -4.03686 -1.89868
H 0.68192 -4.97988 -1.62625
H 0.90108 -2.28923 -1.97518
H 1.78969 -3.02046 -0.62327
H -1.72217 -2.75401 0.77788
H -0.24465 -2.88983 1.74452
*
```

Summary:
Largest force on an atom ... 0.0137 hartree/bohr
Energy above the lowest of the compared OMol25 structures with the same formula, charge and spin ... 0.000 eV
Frontier orbital gap (spin up / spin down) ... 4.3 / 4.3 eV

=====

No. 11
FHO2S | ωB97M-V with the def2-TZVPD basis set

ORCA input file:
```
! wB97M-V def2-TZVPD RIJCOSX def2/J DEFGRID3
* xyz 0 1
O -1.65375 -1.01739 -0.37958
O -2.73203 -0.18079 -0.02824
F -0.93092 1.58156 -0.26132
S -1.07070 0.14048 0.46493
H 0.22548 0.15837 -0.14081
*
```

Summary:
Largest force on an atom ... 0.0675 hartree/bohr
Energy above the lowest of the compared OMol25 structures with the same formula, charge and spin ... 5.502 eV
Frontier orbital gap ... 10.9 eV

=====

No. 12
C3H5NO2 | ωB97M-V with the def2-TZVPD basis set

ORCA input file:
```
! wB97M-V def2-TZVPD RIJCOSX def2/J DEFGRID3
* xyz 0 1
C -1.00927 -0.45048 0.72764
C -0.25840 0.64835 0.03174
N -0.66272 1.80551 0.32884
O 0.77737 0.45331 -0.86578
C 1.44987 -0.72472 -0.97578
O 2.31806 -0.86689 -1.78218
H -0.52444 -0.72740 1.66910
H -1.24397 -1.36258 0.16808
H -1.87846 0.15555 0.99124
H -0.09860 2.56079 -0.03886
H 1.13056 -1.49142 -0.25405
*
```

Summary:
Largest force on an atom ... 0.0184 hartree/bohr
Energy above the lowest of the compared OMol25 structures with the same formula, charge and spin ... 1.205 eV
Frontier orbital gap ... 11.6 eV